Arrangement P

{"formula": "C4H5ClF2", "method": "wB97M-V/def2-TZVPD", "homo_energy_ev": -10.0464, "homo_lumo_gap_ev": 10.9, "spin_multiplicity": 1, "species": ["C", "C", "C", "C", "F", "F", "Cl", "H", "H", "H", "H", "H"], "xyz": [[-0.30, -1.84, 1.38], [-0.33, -0.56, 1.11], [-0.10, 1.39, -1.22], [0.55, 0.25, -0.45], [0.68, -0.79, -1.31], [1.80, 0.53, 0.08], [-1.13, 0.73, 1.99], [-0.71, -2.26, 2.27], [0.29, -2.47, 0.61], [0.62, 1.85, -1.90], [-0.48, 2.27, -0.61], [-0.87, 0.91, -1.96]]}

***

Arrangement Q

{"formula": "C4H5ClF2", "method": "wB97M-V/def2-TZVPD", "homo_energy_ev": -10.9291, "homo_lumo_gap_ev": 11.9, "smiles": "FC(F)CCl.C#C", "spin_multiplicity": 1, "species": ["F", "C", "F", "C", "Cl", "H", "H", "H", "C", "C", "H", "H"], "xyz": [[3.09, 0.09, 0.60], [1.78, -0.19, 0.37], [1.65, -1.46, -0.08], [1.22, 0.76, -0.70], [0.91, 2.36, 0.03], [1.35, -0.22, 1.30], [0.18, 0.50, -0.91], [1.93, 0.54, -1.48], [-3.06, -1.42, 0.38], [-2.06, -1.52, 1.05], [-4.02, -1.54, -0.02], [-1.22, -1.65, 1.68]]}

***

Most stable: arrangement P. Least stable: arrangement Q.

***

Arrangement P

{"formula": "C4H16N3O", "method": "wB97M-V/def2-TZVPD", "homo_energy_ev": -13.5266, "homo_lumo_gap_ev": 10.7, "total_charge": 1, "spin_multiplicity": 1, "species": ["N", "C", "C", "N", "C", "C", "N", "H", "H", "H", "H", "H", "H", "H", "H", "H", "H", "H", "H", "H", "H", "H", "H", "O"], "xyz": [[-1.42, 0.26, -1.01], [-1.87, 0.72, 0.33], [-1.28, 0.04, 1.57], [-0.20, -0.94, 1.24], [1.14, -0.45, 1.64], [1.83, 0.26, 0.47], [1.84, -0.61, -0.75], [-1.90, -0.59, -1.27], [-0.41, 0.02, -1.00], [-1.38, 0.93, -1.78], [-2.95, 0.66, 0.32], [-1.74, 1.80, 0.35], [-2.06, -0.48, 2.11], [-0.95, 0.79, 2.29], [-0.41, -1.66, 1.91], [1.28, 0.18, 2.52], [1.72, -1.30, 1.91], [2.81, 0.48, 0.85], [1.24, 1.13, 0.18], [2.82, -0.86, -0.94], [1.64, -1.57, -0.42], [0.53, -0.17, -3.15], [-0.01, 1.04, -3.99], [-0.27, 0.32, -3.39]]}

***

Arrangement Q

{"formula": "C4H16N3O", "method": "wB97M-V/def2-TZVPD", "homo_energy_ev": -12.8537, "homo_lumo_gap_ev": 9.6, "total_charge": 1, "spin_multiplicity": 1, "species": ["N", "C", "C", "N", "C", "C", "N", "H", "H", "H", "H", "H", "H", "H", "H", "H", "H", "H", "H", "H", "H", "H", "H", "O"], "xyz": [[-1.20, -0.48, -2.08], [-1.87, 0.83, -1.54], [-1.84, 0.60, -0.04], [-0.44, 0.77, 0.31], [-0.23, 0.39, 1.84], [1.29, 0.55, 2.05], [1.93, -0.75, 1.52], [-1.56, -1.33, -1.48], [-0.17, -0.45, -1.90], [-1.50, -0.83, -3.00], [-2.91, 0.83, -1.95], [-1.25, 1.67, -1.81], [-2.22, -0.34, 0.35], [-2.38, 1.42, 0.46], [0.26, 0.24, -0.35], [-0.83, 0.93, 2.64], [-0.49, -0.68, 2.07], [1.46, 0.77, 3.08], [1.78, 1.39, 1.51], [2.75, -1.02, 2.12], [1.25, -1.50, 2.00], [2.18, -1.23, -0.63], [2.53, -1.19, -2.19], [1.87, -1.22, -1.63]]}

***

Most stable: arrangement P. Least stable: arrangement Q.